No. 1
Formula: C10H19ISi
Source: the Open Molecules 2025 dataset
Level of theory: ωB97M-V/def2-TZVPD

Summary:
- E: -979.48641 a.u.
- Lowest unoccupied orbital energy: -0.0078 hartree
- Kohn-Sham gap: 7.383 eV
- Energy relative to the best compared isomer or geometry (same formula, charge and spin): 1.7028 eV
- SMILES: CC/C=C(\C=[SiH]\I)CCC.C=C

ORCA input file:
```
! RIJCOSX wB97M-V def2-TZVPD def2/J DEFGRID3
* xyz 0 1
C -2.20 -0.24 -3.76
C -2.34 -0.56 -2.45
C 0.80 1.01 -0.37
C 0.19 -0.13 0.24
C 3.57 -2.03 0.35
C -1.60 1.45 2.82
C 1.10 -1.32 -0.11
C -0.87 -0.27 1.07
C 2.29 -1.37 0.88
C -1.91 0.78 1.46
Si 0.21 2.64 -0.64
I 1.58 4.24 -1.80
H -1.42 0.40 -4.00
H -2.62 -0.67 -4.59
H -1.83 0.01 -1.74
H 1.70 0.74 -0.91
H 3.90 -1.55 -0.58
H 3.30 -3.08 0.22
H 4.30 -1.85 1.23
H -2.43 2.18 2.99
H -0.55 1.77 2.83
H -1.50 0.76 3.63
H 0.53 -2.24 0.05
H 1.42 -1.22 -1.14
H -3.02 -1.25 -2.05
H -0.97 -1.31 1.41
H 1.97 -1.92 1.76
H 2.35 -0.26 1.30
H -1.86 1.58 0.80
H -2.94 0.45 1.44
H -1.13 3.25 -0.34
*
```

***

No. 2
Formula: C4H6N2O
Source: the Open Molecules 2025 dataset
Level of theory: ωB97M-V/def2-TZVPD

Summary:
- E: -340.74052 a.u.
- Lowest unoccupied orbital energy: 0.0327 hartree
- Kohn-Sham gap: 9.123 eV
- Energy relative to the best compared isomer or geometry (same formula, charge and spin): 1.4800 eV
- SMILES: COc1cnc[nH]1

ORCA input file:
```
! RIJCOSX wB97M-V def2-TZVPD def2/J DEFGRID3
* xyz 0 1
C -2.24 0.00 -0.12
O -1.13 -0.38 0.71
C 0.12 -0.02 0.33
C 0.62 0.92 -0.53
N 1.96 0.67 -0.77
C 2.28 -0.33 -0.02
N 1.22 -0.81 0.70
H -2.66 0.96 0.19
H -3.01 -0.77 0.02
H -1.99 0.05 -1.19
H 0.18 1.82 -0.93
H 3.27 -0.76 0.05
H 1.38 -1.34 1.55
*
```

***

No. 3
Formula: C23H25BrN5OPdS
Source: the Open Molecules 2025 dataset
Level of theory: ωB97M-V/def2-TZVPD

Summary:
- E: -4339.51964 a.u.
- Lowest unoccupied orbital energy: -0.4582 hartree
- Kohn-Sham gap: 4.319 eV

ORCA input file:
```
! RIJCOSX wB97M-V def2-TZVPD def2/J DEFGRID3
* xyz 3 1
Pd 0.04 0.53 -0.32
C 3.69 -3.33 -3.36
C 4.15 -2.65 -2.09
N 3.57 -1.29 -1.99
C 2.57 -0.87 -1.27
S 2.10 0.76 -1.17
N 1.96 -1.87 -0.45
N 0.95 -1.49 0.17
C 0.53 -2.48 1.13
C 0.97 -3.87 0.98
C -0.06 -1.94 2.29
C -0.49 -2.77 3.35
C -0.89 -2.18 4.54
C -0.84 -0.80 4.62
C -0.43 -0.04 3.49
N -0.08 -0.58 2.36
H 4.19 -4.30 -3.44
H 3.95 -2.75 -4.25
H 2.61 -3.50 -3.36
H 5.23 -2.51 -2.08
H 3.87 -3.20 -1.20
H 4.02 -0.58 -2.56
H 1.04 -4.18 -0.06
H 0.35 -4.56 1.53
H 1.98 -3.94 1.40
H -0.47 -3.85 3.26
H -1.21 -2.78 5.38
H -1.11 -0.29 5.54
H -0.41 1.04 3.56
Br -0.21 4.11 -4.82
C -0.58 3.79 -3.02
C -1.22 4.74 -2.22
C -1.47 4.42 -0.89
C -1.08 3.20 -0.40
N -0.46 2.30 -1.17
C -0.21 2.58 -2.46
H -1.52 5.69 -2.64
H -1.95 5.13 -0.24
H -1.25 2.93 0.64
H 0.26 1.83 -3.07
C -4.13 0.27 1.25
C -2.88 -0.27 0.64
O -2.01 0.54 0.27
C -2.73 -1.72 0.45
C -1.95 -2.21 -0.60
C -1.80 -3.59 -0.77
C -2.41 -4.47 0.11
C -3.19 -3.99 1.15
C -3.36 -2.62 1.31
H -4.11 1.36 1.24
H -4.21 -0.07 2.29
H -5.01 -0.10 0.72
H -1.55 -1.53 -1.34
H -1.25 -3.97 -1.62
H -2.31 -5.54 -0.04
H -3.69 -4.68 1.81
H -4.00 -2.26 2.11
*
```

***

No. 4
Formula: C11H26O3Si
Source: the Open Molecules 2025 dataset
Level of theory: ωB97M-V/def2-TZVPD

Summary:
- E: -949.98231 a.u.
- Lowest unoccupied orbital energy: 0.0319 hartree
- Kohn-Sham gap: 10.593 eV
- Energy relative to the best compared isomer or geometry (same formula, charge and spin): 1.4758 eV
- SMILES: CCCCCCCC[Si](OC)(OC)OC

ORCA input file:
```
! RIJCOSX wB97M-V def2-TZVPD def2/J DEFGRID3
* xyz 0 1
O 1.75 -2.70 -2.34
O -0.94 -2.65 -2.60
O 0.21 -0.42 -3.14
C 1.93 -3.90 -1.73
C -0.90 -3.11 -3.90
C 1.35 0.34 -3.42
C -1.65 3.28 4.41
C -0.72 3.11 3.23
C -1.40 2.48 1.99
C -1.30 0.98 2.08
C 0.18 0.46 2.15
C 1.05 0.89 1.04
C 0.40 0.42 -0.34
C 0.03 -1.10 -0.44
Si 0.36 -1.76 -2.17
H 1.22 -4.57 -2.20
H 2.88 -4.34 -1.98
H 1.81 -3.85 -0.62
H -0.89 -4.19 -3.86
H -0.05 -2.72 -4.45
H -1.66 -2.76 -4.64
H 1.48 0.34 -4.48
H 1.22 1.40 -3.10
H 2.25 -0.09 -2.88
H -1.58 2.44 5.14
H -1.54 4.27 4.91
H -2.69 3.15 4.08
H 0.26 2.58 3.43
H -0.39 4.13 2.94
H -0.94 2.89 1.11
H -2.44 2.77 2.02
H -1.76 0.53 1.22
H -1.86 0.71 2.91
H 0.59 0.60 3.18
H 0.14 -0.64 2.10
H 1.10 2.00 1.13
H 2.08 0.53 1.12
H 1.22 0.62 -1.13
H -0.48 1.08 -0.53
H -1.02 -1.40 -0.31
H 0.70 -1.81 0.07
*
```

***

No. 5
Formula: C3H3IO2
Source: the Open Molecules 2025 dataset
Level of theory: ωB97M-V/def2-TZVPD

Summary:
- E: -564.14064 a.u.
- Lowest unoccupied orbital energy: 0.0052 hartree
- Kohn-Sham gap: 9.086 eV
- Energy relative to the best compared isomer or geometry (same formula, charge and spin): 3.4880 eV
- SMILES: O=C=C1CO1.I

ORCA input file:
```
! RIJCOSX wB97M-V def2-TZVPD def2/J DEFGRID3
* xyz 0 1
C 0.47 -1.15 -0.78
C 1.44 0.60 0.92
C 1.11 -0.11 -0.33
O -0.36 -1.77 -1.34
O 2.35 0.37 -0.06
I -4.33 0.77 -0.27
H 0.91 1.57 0.89
H 1.62 0.00 1.73
H -3.22 -0.26 -0.75
*
```

***

No. 6
Formula: C3H3F2O3S
Source: the Open Molecules 2025 dataset
Level of theory: ωB97M-V/def2-TZVPD

Summary:
- E: -939.72845 a.u.
- Lowest unoccupied orbital energy (spin up / spin down): 0.1035 / 0.1228 hartree
- Kohn-Sham gap (spin up / spin down): 7.060 / 8.322 eV
- Energy relative to the best compared isomer or geometry (same formula, charge and spin): 1.1978 eV

ORCA input file:
```
! RIJCOSX wB97M-V def2-TZVPD def2/J DEFGRID3
* xyz -1 1
C -0.22 -1.57 0.13
C 0.56 1.25 1.13
C -0.83 -1.06 -1.18
O 0.89 -2.08 0.02
O -1.00 -1.59 1.10
O 1.21 2.28 -1.23
F -0.39 -1.61 -2.37
F -2.17 -0.92 -1.17
S 0.02 1.75 -0.52
H -0.30 1.52 1.61
H 1.43 1.90 1.32
H 0.78 0.13 1.15
*
```

***

No. 7
Formula: C32H88N8O8
Source: the Open Molecules 2025 dataset
Level of theory: ωB97M-V/def2-TZVPD

Summary:
- E: -2311.66657 a.u.
- Lowest unoccupied orbital energy: 0.0132 hartree
- Kohn-Sham gap: 9.343 eV
- Energy relative to the best compared isomer or geometry (same formula, charge and spin): 5.1157 eV
- SMILES: COC[C@H](C)N.COC[C@H](C)N.COC[C@H](C)N.COC[C@H](C)N.COC[C@H](C)N.COC[C@H](C)N.COC[C@H](C)N.COC[C@H](C)N

ORCA input file:
```
! RIJCOSX wB97M-V def2-TZVPD def2/J DEFGRID3
* xyz 0 1
C 0.08 2.84 -0.60
C 0.25 1.87 0.53
C 1.17 0.69 0.08
O 0.37 -0.10 -0.77
C -0.64 -0.87 -0.21
N 0.70 2.56 1.73
H -0.40 2.48 -1.51
H 1.04 3.30 -0.85
H -0.63 3.59 -0.27
H -0.71 1.48 0.86
H 1.53 0.04 0.88
H 1.99 1.09 -0.51
H -1.46 -0.25 0.17
H -0.28 -1.48 0.61
H -1.06 -1.50 -1.00
H 0.06 3.33 1.82
H 1.58 2.99 1.52
C -5.27 0.37 -2.57
C -5.48 -0.77 -3.66
C -6.90 -1.12 -3.93
O -7.04 -2.30 -4.67
C -8.44 -2.60 -4.73
N -4.81 -0.34 -4.84
H -4.23 0.67 -2.61
H -5.27 0.09 -1.52
H -5.95 1.20 -2.78
H -4.92 -1.60 -3.23
H -7.45 -0.28 -4.37
H -7.45 -1.27 -3.00
H -8.91 -1.86 -5.37
H -8.88 -2.76 -3.75
H -8.50 -3.58 -5.21
H -4.82 -1.11 -5.50
H -3.81 -0.30 -4.71
C 2.82 8.06 -1.74
C 2.66 8.29 -0.21
C 3.80 7.81 0.66
O 3.71 6.36 0.73
C 4.84 5.72 1.24
N 2.55 9.75 0.01
H 2.69 6.99 -1.93
H 3.83 8.32 -2.05
H 2.07 8.64 -2.28
H 1.77 7.75 0.09
H 3.56 8.10 1.69
H 4.72 8.32 0.40
H 4.67 4.64 1.28
H 5.04 6.01 2.27
H 5.72 5.91 0.62
H 1.60 9.98 -0.21
H 2.95 10.28 -0.75
C 0.52 -2.19 6.36
C 0.59 -0.73 6.68
C 2.02 -0.20 6.72
O 2.48 -0.34 8.07
C 3.85 -0.01 8.16
N -0.27 0.04 5.82
H 0.97 -2.82 7.13
H 0.77 -2.35 5.31
H -0.54 -2.46 6.45
H 0.22 -0.63 7.70
H 2.04 0.84 6.42
H 2.62 -0.75 5.99
H 4.43 -0.81 7.72
H 4.23 -0.12 9.18
H 4.08 0.98 7.76
H -0.04 1.01 5.94
H 0.10 -0.08 4.89
C 6.52 3.47 -3.46
C 6.39 4.85 -4.26
C 7.56 5.88 -3.97
O 8.83 5.31 -3.82
C 9.93 6.29 -3.87
N 6.42 4.36 -5.61
H 5.62 2.91 -3.70
H 6.48 3.70 -2.39
H 7.45 2.92 -3.57
H 5.36 5.16 -4.04
H 7.30 6.31 -3.00
H 7.48 6.62 -4.77
H 9.68 7.21 -4.39
H 10.83 5.87 -4.32
H 10.21 6.45 -2.83
H 7.27 3.87 -5.87
H 6.44 5.13 -6.26
C -6.56 3.94 3.18
C -6.38 3.72 4.70
C -5.41 4.71 5.29
O -4.14 4.36 4.79
C -3.10 5.08 5.41
N -7.72 3.91 5.27
H -7.04 4.90 2.98
H -7.11 3.13 2.69
H -5.72 4.04 2.50
H -5.96 2.72 4.79
H -5.46 4.77 6.38
H -5.61 5.74 4.97
H -3.21 6.17 5.37
H -2.16 4.82 4.93
H -2.97 4.79 6.45
H -8.06 4.86 5.16
H -7.59 3.78 6.26
C 5.94 -9.95 1.11
C 4.69 -10.22 0.19
C 3.93 -8.91 -0.32
O 3.33 -8.19 0.70
C 2.66 -6.99 0.28
N 5.21 -11.13 -0.81
H 6.48 -10.89 1.25
H 5.69 -9.56 2.10
H 6.64 -9.24 0.69
H 3.92 -10.69 0.80
H 3.16 -9.15 -1.05
H 4.65 -8.35 -0.92
H 2.03 -6.73 1.14
H 2.04 -7.05 -0.61
H 3.36 -6.15 0.27
H 6.14 -10.92 -1.14
H 5.26 -12.08 -0.48
C -5.27 -9.41 -4.66
C -6.28 -8.38 -4.17
C -5.61 -7.10 -3.76
O -4.73 -7.25 -2.68
C -4.22 -5.95 -2.24
N -7.24 -7.97 -5.14
H -4.42 -9.59 -4.00
H -4.98 -9.22 -5.69
H -5.72 -10.39 -4.86
H -6.78 -8.75 -3.27
H -6.30 -6.27 -3.56
H -5.00 -6.80 -4.61
H -3.81 -5.49 -3.13
H -3.46 -6.03 -1.46
H -5.01 -5.30 -1.86
H -7.75 -8.81 -5.37
H -6.62 -7.64 -5.87
*
```

***

No. 8
Formula: C44H61N8O2S3SeV
Source: the Open Molecules 2025 dataset
Level of theory: ωB97M-V/def2-TZVPD

Summary:
- E: -6841.93305 a.u.
- Lowest unoccupied orbital energy (spin up / spin down): 0.0744 / 0.0745 hartree
- Kohn-Sham gap (spin up / spin down): 5.040 / 4.429 eV
- Energy relative to the best compared isomer or geometry (same formula, charge and spin): 0.1029 eV

ORCA input file:
```
! RIJCOSX wB97M-V def2-TZVPD def2/J DEFGRID3
* xyz -1 2
V -0.53 -0.51 0.37
C 5.03 -0.65 6.24
C 4.17 -1.83 5.75
C 5.06 -3.07 5.62
C 3.11 -2.12 6.81
C 3.55 -1.50 4.40
C 2.19 -1.53 4.15
C 1.69 -1.25 2.89
Se -0.21 -1.37 2.64
C -0.30 -3.20 2.07
C -0.40 -4.21 3.00
C -0.53 -5.53 2.59
C -0.56 -5.75 1.22
C -0.43 -4.76 0.24
C -0.31 -3.41 0.67
O -0.22 -2.38 -0.14
C -0.56 -5.22 -1.22
C -0.06 -4.22 -2.26
C -2.04 -5.50 -1.49
C 0.26 -6.51 -1.44
C -0.65 -6.64 3.63
C -1.89 -6.40 4.50
C 0.60 -6.65 4.52
C -0.78 -8.02 2.99
C 2.50 -0.90 1.78
O 1.95 -0.63 0.62
C 3.91 -0.86 2.04
C 4.36 -1.16 3.32
C 5.04 -0.57 1.03
C 4.60 -0.22 -0.39
C 5.89 0.61 1.53
C 5.93 -1.82 0.91
H 5.46 -0.87 7.23
H 4.42 0.25 6.33
H 5.85 -0.44 5.56
H 5.50 -3.34 6.58
H 5.87 -2.90 4.91
H 4.47 -3.92 5.26
H 3.59 -2.33 7.77
H 2.50 -2.98 6.54
H 2.44 -1.26 6.95
H 1.48 -1.78 4.93
H -0.39 -3.95 4.05
H -0.69 -6.76 0.87
H -0.61 -3.28 -2.22
H -0.17 -4.66 -3.25
H 0.99 -3.98 -2.10
H -2.63 -4.60 -1.32
H -2.42 -6.28 -0.83
H -2.18 -5.83 -2.53
H 1.30 -6.36 -1.14
H 0.25 -6.76 -2.51
H -0.14 -7.37 -0.90
H -1.81 -5.45 5.04
H -2.00 -7.20 5.24
H -2.79 -6.36 3.89
H 0.73 -5.69 5.03
H 1.50 -6.83 3.92
H 0.53 -7.43 5.28
H -1.68 -8.09 2.37
H -0.85 -8.79 3.77
H 0.08 -8.26 2.36
H 5.43 -1.14 3.49
H 4.00 0.69 -0.44
H 4.02 -1.02 -0.83
H 5.50 -0.06 -1.00
H 5.28 1.51 1.63
H 6.69 0.83 0.81
H 6.35 0.41 2.49
H 5.34 -2.66 0.55
H 6.36 -2.10 1.87
H 6.74 -1.64 0.20
N -3.84 2.06 0.42
C -3.01 2.38 -0.62
N -2.01 1.66 -0.98
C -1.33 2.22 -2.04
C -1.80 3.42 -2.46
S -3.18 3.87 -1.52
C -0.24 1.43 -2.62
C 0.39 1.70 -3.78
S 1.58 0.49 -4.09
C 1.12 -0.31 -2.62
N 0.17 0.29 -1.95
N 1.67 -1.49 -2.28
H -3.70 1.11 0.74
H -4.81 2.32 0.31
H -1.44 4.05 -3.26
H 0.21 2.50 -4.47
H 2.55 -1.73 -2.71
H 1.54 -1.79 -1.31
C -3.34 -0.45 2.78
C -3.53 -1.01 1.40
C -4.66 -1.67 0.97
C -4.46 -1.96 -0.40
C -3.22 -1.44 -0.74
C -2.64 -1.45 -2.12
N -2.63 -0.85 0.36
H -4.28 -0.03 3.14
H -2.59 0.34 2.79
H -3.02 -1.21 3.50
H -5.51 -1.93 1.58
H -5.12 -2.49 -1.07
H -2.91 -2.37 -2.63
H -1.56 -1.37 -2.10
H -3.02 -0.61 -2.72
C -3.40 3.32 3.15
C -2.26 4.15 2.57
C -1.23 3.31 1.90
N -1.35 2.05 1.70
N -0.31 1.47 1.02
C 0.64 2.35 0.74
N 1.78 2.05 0.09
S 0.27 3.95 1.29
H -4.12 3.97 3.64
H -3.02 2.59 3.87
H -3.90 2.76 2.36
H -1.77 4.74 3.36
H -2.65 4.87 1.84
H 2.05 1.04 0.17
H 2.51 2.73 0.13
*
```